48
Properties=species:S:1:pos:R:3:forces:R:3 method="wB97M-V/def2-TZVPD" de_lowest_kj_mol=56.3 homo_ev=-8.543 smiles="CCCCCCC(=O)Nc1ccc(C(=O)N2CCCC2)cc1" lumo_ev=0.600
C -0.376572 6.093613 -5.372832 0.1 0.0 0.2
C 0.443330 5.530286 -4.218059 0.1 0.0 -0.2
C 1.069623 4.169539 -4.527566 -0.3 0.0 0.2
C 0.036365 3.051062 -4.649469 0.3 0.0 -0.1
C 0.656224 1.682936 -4.938100 -0.1 0.0 0.2
C 1.389016 1.087605 -3.736856 -0.3 0.0 -0.4
C 0.421182 0.647614 -2.646386 0.6 0.1 -0.1
O -0.766311 0.509700 -2.819057 -0.3 0.0 -0.1
N 1.062970 0.399199 -1.463269 0.4 0.0 0.2
C 0.534586 -0.055182 -0.252019 -0.2 -0.1 0.3
C -0.831402 -0.206932 -0.029854 -0.1 0.1 -0.2
C -1.281622 -0.653124 1.197469 0.2 -0.1 0.2
C -0.390427 -0.979428 2.212963 -0.1 0.2 -0.1
C -0.921911 -1.420479 3.538470 0.2 0.0 -0.1
O -1.730278 -0.759829 4.167577 -0.2 0.1 0.0
N -0.440875 -2.590488 4.010538 0.0 -0.1 0.2
C 0.319468 -3.583801 3.280337 0.3 -0.3 -0.4
C -0.147725 -4.905817 3.887034 0.1 0.1 0.0
C -0.361556 -4.531083 5.352683 0.0 0.0 -0.1
C -0.950984 -3.125539 5.265311 -0.2 0.2 0.4
C 0.972541 -0.814015 1.992969 -0.2 0.0 0.0
C 1.429663 -0.351841 0.775827 0.0 0.0 -0.1
H -0.730685 7.093045 -5.130225 -0.1 0.1 -0.1
H -1.242264 5.470173 -5.578901 -0.1 0.0 -0.1
H 0.228396 6.154332 -6.275262 0.0 0.0 -0.1
H -0.190669 5.439616 -3.333240 0.0 0.0 0.1
H 1.243635 6.235784 -3.980055 0.0 0.0 0.1
H 1.637920 4.239285 -5.458832 0.1 0.0 0.0
H 1.775030 3.931823 -3.727832 0.1 0.0 0.0
H -0.648598 3.288465 -5.464203 -0.1 0.0 0.0
H -0.550706 2.989306 -3.731825 -0.1 0.0 0.0
H -0.140006 0.991761 -5.219521 0.1 0.0 -0.1
H 1.349403 1.767209 -5.778016 0.0 0.0 0.0
H 2.103629 1.803146 -3.326789 0.1 -0.1 0.0
H 1.946741 0.200591 -4.052397 0.1 0.0 0.1
H 2.066988 0.518757 -1.458273 -0.2 0.0 -0.1
H -1.528652 0.029011 -0.815591 0.0 0.0 0.0
H -2.341065 -0.753953 1.377786 -0.1 0.0 0.0
H 1.394212 -3.447234 3.456436 0.0 -0.1 -0.1
H 0.131021 -3.511606 2.207736 0.1 0.0 0.1
H -1.092788 -5.208974 3.435210 0.0 0.0 0.0
H 0.578659 -5.704576 3.753387 0.0 0.0 -0.1
H 0.596483 -4.507664 5.873407 0.0 0.0 0.0
H -1.022331 -5.221167 5.872342 0.0 0.0 0.1
H -2.045727 -3.138306 5.232254 0.1 0.0 0.1
H -0.651790 -2.481675 6.095945 -0.1 -0.1 0.0
H 1.677201 -1.026804 2.783148 0.1 -0.1 0.1
H 2.491064 -0.216585 0.616223 0.1 0.0 0.0